[1]
# C18H28AuNO4P2

A structure of composition C18H28AuNO4P2 at a distorted geometry (ωB97M-V/def2-TZVPD, OMol25).

HOMO level (spin up / spin down): -14.132 / -14.132 eV
LUMO level (spin up / spin down): -0.2368 / -0.3294 Ha
Expectation value of S²: 2.05

The geometry in ORCA input format:
```
! wB97M-V def2-TZVPD RIJCOSX def2/J DEFGRID3
* xyz 2 3
Au -0.167 -0.042 -0.563
P 2.036 -0.305 -1.261
P -2.307 1.109 -0.711
O 1.031 -1.089 2.150
O -0.278 0.753 1.969
O 0.385 -3.734 0.144
O -2.847 -4.294 -1.722
N -0.366 0.657 -2.839
C -1.671 0.944 -4.750
C 2.099 0.706 -2.825
C 0.543 0.186 4.116
C -3.198 0.046 0.490
C 0.329 -0.071 2.684
C 0.702 1.193 -4.915
C 1.123 0.934 6.759
C 3.546 0.016 -0.336
C 0.081 1.552 6.055
C -1.616 0.909 -3.334
C -0.225 1.186 4.747
C 1.873 -0.045 6.105
C 2.289 -1.979 -1.923
C -0.538 1.180 -5.521
C -2.741 1.163 -2.432
C 0.743 0.847 -3.546
C -2.566 2.799 0.010
C 1.557 -0.466 4.804
H 2.672 -0.550 6.629
H -2.509 -4.592 -2.573
H 1.412 1.295 7.752
H -2.650 0.971 -5.217
H -2.113 2.808 1.029
H -1.030 1.678 4.199
H 3.326 -2.161 -2.225
H 2.476 1.709 -2.532
H 3.778 1.082 -0.304
H 4.445 -0.493 -0.703
H -0.009 -3.953 1.017
H -3.642 3.059 0.095
H -0.625 1.327 -6.589
H -2.664 0.172 1.444
H 1.560 1.533 -5.460
H 3.413 -0.325 0.691
H 1.678 -2.134 -2.815
H -4.241 0.337 0.622
H -3.728 0.821 -2.825
H -0.290 -3.616 -0.542
H -3.184 -3.403 -1.892
H -0.537 2.288 6.576
H 2.096 -1.240 4.274
H -3.168 -1.016 0.203
H 1.065 -0.869 1.182
H 2.798 0.265 -3.559
H -2.137 3.555 -0.679
H 1.990 -2.701 -1.154
*
```

Atom charges from the Löwdin analysis, given in e for atoms 1 to 8:
1 Au 0.7691
2 P 0.7827
3 P 0.8202
4 O 0.0737
5 O -0.0273
6 O -0.0769
7 O -0.0500
8 N 0.0178

---

[2]
# C4H7NO

An isolated molecule of C4H7NO (ωB97M-V/def2-TZVPD, OMol25).

HOMO level (spin up / spin down): -8.063 / -8.067 eV
Relative energy (zero: lowest compared OMol25 entry of this formula, charge and spin): 83.4 kcal/mol
LUMO level (spin up / spin down): -0.0083 / -0.0087 Ha

The geometry in ORCA input format:
```
! wB97M-V def2-TZVPD RIJCOSX def2/J DEFGRID3
* xyz 0 1
O 2.909 -0.631 -1.064
N -0.348 0.108 0.139
C -0.939 0.001 -1.067
C 1.816 -0.104 -0.944
C 0.883 -0.444 0.109
C -1.031 0.378 1.411
H 1.199 -1.113 0.905
H -0.871 -0.978 -1.530
H -1.938 0.968 1.257
H -1.324 -0.603 1.805
H -0.371 0.866 2.134
H 1.502 0.733 -1.619
H -1.486 0.820 -1.535
*
```

Atom charges from the Löwdin analysis, given in e for atoms 1 to 8:
1 O -0.0110
2 N -0.2699
3 C 0.0306
4 C -0.3244
5 C -0.0856
6 C -0.0152
7 H 0.1247
8 H 0.0763

---

[3]
# C21H43N2OP3STb

A structure of composition C21H43N2OP3STb at a distorted geometry (ωB97M-V/def2-TZVPD, OMol25).

HOMO level (spin up / spin down): -15.276 / -15.288 eV
Relative energy (zero: lowest compared OMol25 entry of this formula, charge and spin): 4.1 kcal/mol
LUMO level (spin up / spin down): -0.3879 / -0.3822 Ha
Expectation value of S²: 12.67

The geometry in ORCA input format:
```
! wB97M-V def2-TZVPD RIJCOSX def2/J DEFGRID3
* xyz 3 7
Tb 2.201 -1.022 -0.250
S 0.971 -3.107 0.977
P 1.490 0.223 2.531
P 1.011 -0.890 -2.782
P -2.131 1.865 -0.331
O 1.805 1.341 -0.414
N -1.796 -3.142 1.025
N -0.975 -3.446 -0.953
C 3.885 1.423 0.785
C 3.123 3.339 -0.536
C -0.618 -3.173 0.338
C -2.965 3.427 -0.019
C -0.384 -1.683 -3.639
C 2.872 -0.028 3.725
C 4.110 -2.226 -0.990
C 4.992 2.151 1.208
C -2.481 0.757 1.043
C 0.120 -0.379 3.570
C -1.949 -2.985 2.469
C -2.858 -3.293 0.153
C -2.796 1.063 -1.807
C 5.192 3.441 0.742
C 4.304 -0.863 -1.182
C 1.229 2.041 2.709
C 4.241 4.038 -0.088
C -2.348 -3.477 -1.090
C 2.899 2.021 -0.081
C 2.348 -1.388 -3.947
C 0.819 0.860 -3.317
H 3.251 -0.782 -3.788
H 0.366 -0.248 4.630
H 3.751 0.568 3.442
H 1.816 1.290 -3.459
H 0.299 1.436 -2.539
H -2.771 -0.035 -1.710
H 1.998 -1.275 -4.982
H 3.992 -2.928 -1.825
H 5.714 1.689 1.885
H 4.991 -0.297 -0.537
H -2.216 1.349 -2.695
H 4.400 5.065 -0.413
H -3.472 1.005 1.457
H -0.032 -1.446 3.371
H -3.866 -3.276 0.508
H 2.404 3.785 -1.231
H 6.103 3.980 1.032
H -2.479 -0.294 0.721
H -4.033 3.263 0.186
H -1.026 -3.285 2.979
H 0.257 0.917 -4.261
H 4.150 -0.376 -2.161
H 4.439 -2.717 -0.054
H -0.740 2.153 -0.461
H 1.458 2.363 3.735
H -0.291 -3.564 -1.687
H 3.777 0.350 1.092
H -0.245 -2.775 -3.671
H -0.813 0.161 3.355
H -0.448 -1.324 -4.679
H 1.875 2.592 2.016
H -3.847 1.366 -1.943
H -2.191 -1.945 2.732
H 3.144 -1.094 3.727
H -2.474 3.886 0.857
H -1.734 0.886 1.833
H -2.847 4.074 -0.901
H -1.328 -1.467 -3.127
H -2.837 -3.645 -2.035
H 2.522 0.264 4.728
H 0.186 2.281 2.462
H -2.774 -3.616 2.815
H 2.601 -2.438 -3.759
*
```

Atom charges from the Löwdin analysis, given in e for atoms 1 to 8:
1 Tb 1.2175
2 S 0.5999
3 P 0.7693
4 P 0.7406
5 P 0.9149
6 O -0.3670
7 N -0.1012
8 N 0.0769